No. 1
Below is a molecular structure, C69H66CdGeN9S3, with properties calculated with wB97M-V/def2-TZVPD.

Properties
* charge: -1
* energy relative to the best compared isomer or geometry (same formula, charge and spin): 0.778 eV

Structure (XYZ):
```
149
C69H66CdGeN9S3, DFT wB97M-V/def2-TZVPD
Cd 0.101 -0.504 -0.267
N -1.709 2.029 0.714
C -1.794 2.073 2.056
C -2.214 3.195 2.773
C -2.253 3.178 4.170
C -1.920 2.069 4.903
C -1.537 0.892 4.220
C -1.209 -0.304 4.895
C -0.899 -1.431 4.193
C -0.890 -1.372 2.792
N -1.142 -0.264 2.120
C -1.478 0.868 2.806
H -2.633 3.823 0.159
H -1.307 1.171 0.403
H -2.461 4.096 2.234
H -2.548 4.085 4.686
H -1.947 2.075 5.984
H -1.215 -0.312 5.979
H -0.648 -2.358 4.687
H -0.658 -2.260 2.212
N -0.157 -2.463 -1.282
S 0.767 -3.364 -1.981
N 1.551 -4.540 -1.285
S 2.697 -4.223 -0.164
N 3.294 -2.828 0.239
S 2.395 -1.665 1.137
N 2.114 -0.403 0.288
C 3.770 -1.221 2.218
C 4.775 -2.101 2.592
C 5.720 -1.708 3.531
C 5.657 -0.441 4.094
C 4.656 0.440 3.707
C 3.711 0.049 2.770
C 1.413 -4.302 1.321
C 1.943 -4.305 2.612
C 1.154 -4.575 3.714
C -0.205 -4.835 3.553
C -0.751 -4.791 2.283
C 0.053 -4.522 1.177
C 4.104 -4.405 -1.491
C 4.114 -5.576 -2.251
C 5.093 -5.813 -3.201
C 6.093 -4.873 -3.419
C 6.091 -3.704 -2.680
C 5.103 -3.468 -1.725
C 3.232 -5.874 0.462
C 2.412 -6.988 0.373
C 2.834 -8.181 0.937
C 4.052 -8.250 1.605
C 4.867 -7.130 1.674
C 4.464 -5.939 1.083
C -0.178 -4.321 -3.178
C -0.443 -3.818 -4.443
C -1.355 -4.468 -5.264
C -2.010 -5.606 -4.818
C -1.744 -6.103 -3.548
C -0.828 -5.463 -2.727
C 2.033 -2.633 -3.041
C 2.481 -1.344 -2.833
C 3.495 -0.840 -3.642
C 4.042 -1.618 -4.645
C 3.602 -2.923 -4.835
C 2.612 -3.438 -4.020
H 4.829 -3.073 2.122
H 6.512 -2.390 3.816
H 6.391 -0.139 4.831
H 4.616 1.436 4.130
H 2.932 0.718 2.431
H 3.000 -4.113 2.759
H 1.596 -4.582 4.703
H -0.828 -5.044 4.414
H -1.812 -4.966 2.142
H -0.396 -4.468 0.197
H 3.338 -6.317 -2.101
H 5.076 -6.733 -3.773
H 6.857 -5.050 -4.167
H 6.858 -2.957 -2.844
H 5.102 -2.550 -1.157
H 1.458 -6.910 -0.130
H 2.205 -9.059 0.867
H 4.366 -9.178 2.066
H 5.822 -7.183 2.179
H 5.109 -5.068 1.089
H 0.050 -2.920 -4.787
H -1.556 -4.077 -6.254
H -2.730 -6.103 -5.456
H -2.249 -6.993 -3.197
H -0.607 -5.846 -1.742
H 2.094 -0.747 -2.020
H 3.849 0.165 -3.475
H 4.834 -1.220 -5.267
H 4.049 -3.546 -5.599
H 2.283 -4.461 -4.141
C -3.217 -2.057 -2.797
N -2.822 -0.741 -2.317
C -3.105 -0.526 -0.912
C -1.725 -0.118 -2.856
N -0.855 0.469 -2.106
N -1.673 -0.127 -4.239
C -0.467 0.349 -4.884
C -2.884 0.186 -4.980
H -2.777 -2.833 -2.164
H -2.875 -2.216 -3.814
H -4.306 -2.145 -2.768
H -4.155 -0.762 -0.737
H -2.934 0.515 -0.651
H -2.507 -1.182 -0.270
H -0.195 1.039 -2.624
H 0.414 -0.019 -4.363
H -0.415 1.447 -4.931
H -0.444 -0.035 -5.905
H -3.760 -0.051 -4.385
H -2.915 -0.393 -5.906
H -2.915 1.251 -5.238
C -1.972 3.065 -0.271
Ge -0.385 4.057 -0.697
C 1.010 3.353 -1.920
C 2.186 2.754 -1.462
C 3.213 2.424 -2.337
C 3.082 2.674 -3.696
C 1.912 3.245 -4.175
C 0.891 3.579 -3.295
C -0.988 5.683 -1.637
C -0.221 6.842 -1.764
C -0.690 7.945 -2.465
C -1.943 7.905 -3.063
C -2.718 6.759 -2.953
C -2.245 5.659 -2.245
C 0.581 4.545 0.962
C 1.096 3.530 1.778
C 1.501 3.792 3.082
C 1.401 5.074 3.601
C 0.899 6.094 2.808
C 0.490 5.827 1.510
H 2.319 2.544 -0.410
H 4.120 1.977 -1.949
H 3.886 2.423 -4.378
H 1.801 3.447 -5.234
H -0.011 4.041 -3.682
H 0.767 6.881 -1.317
H -0.077 8.834 -2.551
H -2.312 8.763 -3.610
H -3.696 6.722 -3.419
H -2.851 4.765 -2.147
H 1.152 2.507 1.415
H 1.872 2.989 3.704
H 1.698 5.272 4.624
H 0.813 7.098 3.209
H 0.070 6.633 0.917
```

These are the Mulliken partial charges, in e, on atoms 1 to 4:
1. Cd 3.380
2. N 1.361
3. C 1.286
4. C -1.145

---

No. 2
Below is a molecular structure, C6CuF5S5, with properties calculated with wB97M-V/def2-TZVPD.

Properties
* charge: -2

Structure (XYZ):
```
17
C6CuF5S5, DFT wB97M-V/def2-TZVPD
Cu 1.279 -2.398 0.411
S 0.302 -4.493 0.093
S 2.057 -5.430 -0.386
S 3.568 -4.458 0.697
S 3.551 -2.508 0.081
F -2.149 3.708 -1.417
C -1.514 2.674 -0.800
C -2.074 1.397 -0.794
F -3.246 1.190 -1.449
C -1.460 0.364 -0.123
F -2.069 -0.836 -0.147
C -0.257 0.524 0.611
S 0.415 -0.680 1.609
C 0.275 1.838 0.571
F 1.416 2.112 1.234
C -0.326 2.878 -0.101
F 0.233 4.117 -0.088
```

These are the Mulliken partial charges, in e, on atoms 1 to 4:
1. Cu -0.114
2. S -0.433
3. S -0.177
4. S -0.190

---

No. 3
Below is a molecular structure, C6F18LiN3O12S6, with properties calculated with wB97M-V/def2-TZVPD.

Properties
* charge: -2
* energy relative to the best compared isomer or geometry (same formula, charge and spin): 3.255 eV

Structure (XYZ):
```
46
C6F18LiN3O12S6, DFT wB97M-V/def2-TZVPD
Li -0.178 -0.214 -0.700
C -2.530 1.265 1.874
F -2.484 1.680 3.185
F -3.770 1.668 1.410
F -1.487 1.819 1.256
S -2.337 -0.690 1.659
O -1.154 -1.050 2.516
O -3.560 -1.263 2.180
N -1.918 -0.871 -0.031
S -3.228 -1.115 -0.828
O -4.433 -0.374 -0.334
O -3.041 -0.998 -2.243
C -3.754 -3.027 -0.532
F -4.606 -3.445 -1.442
F -2.683 -3.770 -0.744
F -4.309 -3.153 0.666
C 0.333 2.048 5.079
F 1.124 1.810 6.092
F -0.526 1.144 4.912
F -0.327 3.208 5.260
S 1.501 2.310 3.552
O 0.652 2.974 2.527
O 2.685 3.061 3.974
N 2.001 0.716 3.188
S 2.164 0.641 1.708
O 0.983 0.347 0.929
O 2.918 1.723 1.089
C 3.192 -0.958 1.470
F 3.394 -1.193 0.172
F 4.424 -0.918 2.053
F 2.641 -2.006 2.105
C 0.973 -2.741 -2.684
F 1.409 -3.726 -3.377
F -0.348 -2.916 -2.799
F 1.373 -2.712 -1.402
S 1.260 -0.964 -3.566
O 2.593 -1.005 -4.078
O 0.265 -0.912 -4.580
N 0.937 0.123 -2.262
S 1.692 1.393 -2.779
O 1.183 2.513 -1.950
O 3.136 1.188 -2.854
C 1.056 1.984 -4.579
F 1.925 1.568 -5.553
F -0.123 1.536 -4.862
F 0.981 3.300 -4.675
```

These are the Mulliken partial charges, in e, on atoms 1 to 4:
1. Li 1.556
2. C 0.593
3. F -0.233
4. F -0.214

---

No. 4
Below is a molecular structure, C6F18MgN3O12S6, with properties calculated with wB97M-V/def2-TZVPD.

Properties
* charge: -1
* energy relative to the best compared isomer or geometry (same formula, charge and spin): 4.796 eV

Structure (XYZ):
```
46
C6F18MgN3O12S6, DFT wB97M-V/def2-TZVPD
Mg 0.130 0.327 -0.003
C -0.553 3.197 -2.727
F -0.159 4.000 -3.751
F -1.119 3.999 -1.742
F -1.579 2.474 -3.207
S 0.920 2.052 -2.094
O 2.090 2.269 -2.953
O 1.129 2.525 -0.739
N 0.289 0.444 -1.794
S 0.705 -0.144 -3.119
O 0.283 0.612 -4.320
O 2.001 -0.732 -3.159
C -0.486 -1.734 -3.204
F -0.857 -2.093 -1.924
F -1.519 -1.474 -3.917
F 0.201 -2.701 -3.780
C -3.488 0.118 1.931
F -4.725 0.559 2.246
F -2.754 0.045 2.995
F -3.611 -1.141 1.470
S -2.605 1.372 0.657
O -2.423 0.540 -0.498
O -3.284 2.616 0.504
N -0.898 1.395 1.086
S -0.757 2.710 1.987
O -0.669 3.889 1.127
O -1.636 2.770 3.160
C 1.010 2.519 2.811
F 0.989 1.436 3.632
F 2.019 2.403 1.812
F 1.138 3.668 3.439
C -0.765 -3.469 1.099
F -1.665 -2.751 0.491
F -1.324 -4.160 2.000
F -0.050 -4.218 0.252
S 0.455 -2.173 1.978
O -0.524 -1.473 2.836
O 1.457 -2.984 2.681
N 0.984 -1.114 0.671
S 2.612 -1.246 0.738
O 3.061 -0.184 -0.219
O 3.225 -1.104 2.079
C 3.084 -2.975 0.006
F 2.821 -4.025 0.857
F 2.456 -3.096 -1.161
F 4.393 -2.946 -0.235
```

These are the Mulliken partial charges, in e, on atoms 1 to 4:
1. Mg 1.157
2. C 0.652
3. F -0.220
4. F -0.187

---

No. 5
Below is a molecular structure, C6F18O18S6Zn, with properties calculated with wB97M-V/def2-TZVPD.

Properties
* charge: -4
* energy relative to the best compared isomer or geometry (same formula, charge and spin): 1.058 eV

Structure (XYZ):
```
49
C6F18O18S6Zn, DFT wB97M-V/def2-TZVPD
Zn 0.117 0.560 -0.325
C -2.408 -2.915 1.515
F -1.300 -3.637 1.408
F -3.047 -2.962 0.330
F -3.260 -3.453 2.421
S -2.080 -1.082 1.952
O -1.334 -0.550 0.808
O -3.410 -0.530 2.131
O -1.383 -1.203 3.214
C -3.770 0.656 -2.500
F -5.025 0.919 -2.063
F -3.444 -0.519 -1.977
F -3.843 0.545 -3.824
S -2.591 2.103 -1.991
O -2.214 2.591 -3.321
O -3.439 2.995 -1.261
O -1.459 1.483 -1.278
C 0.081 2.551 3.757
F 0.948 3.427 4.295
F 0.675 1.355 3.709
F -0.969 2.445 4.574
S -0.363 3.082 1.976
O -1.766 3.421 2.084
O 0.469 4.249 1.726
O -0.099 1.955 1.067
C -0.615 -3.538 -2.217
F -1.926 -3.535 -1.965
F 0.043 -3.803 -1.104
F -0.431 -4.510 -3.106
S -0.049 -1.849 -2.843
O -1.054 -1.421 -3.819
O 0.022 -0.948 -1.691
O 1.239 -2.132 -3.453
C 3.712 2.916 -0.358
F 2.964 3.658 0.432
F 4.743 3.651 -0.818
F 4.191 1.958 0.422
S 2.789 2.277 -1.863
O 1.655 1.494 -1.321
O 2.347 3.459 -2.594
O 3.787 1.506 -2.575
C 2.586 -2.950 1.350
F 3.489 -3.552 2.187
F 2.726 -3.544 0.142
F 1.367 -3.223 1.812
S 2.832 -1.082 1.258
O 2.965 -0.748 2.659
O 3.974 -0.841 0.413
O 1.559 -0.733 0.622
```

These are the Mulliken partial charges, in e, on atoms 1 to 4:
1. Zn 2.502
2. C 0.386
3. F -0.178
4. F -0.236

---

No. 6
Below is C6H10 in the gas phase, with properties calculated with wB97M-V/def2-TZVPD.

Properties
* energy relative to the best compared isomer or geometry (same formula, charge and spin): 4.602 eV

Structure (XYZ):
```
16
C6H10, DFT wB97M-V/def2-TZVPD
C 1.409 -0.441 0.303
C 0.283 -1.220 0.966
C -0.649 -0.672 -0.785
C -1.532 0.515 -0.408
C -0.292 1.425 -0.283
C 0.597 0.251 -0.776
H 1.963 0.220 0.977
H 2.120 -1.140 -0.147
H 0.539 -2.253 1.263
H -0.267 -0.735 1.768
H -0.571 -1.646 -0.173
H -2.167 0.796 -1.258
H -2.185 0.412 0.462
H -0.065 1.750 0.738
H -0.306 2.309 -0.925
H 1.122 0.429 -1.721
```

These are the Mulliken partial charges, in e, on atoms 1 to 4:
1. C -0.815
2. C -0.750
3. C -0.586
4. C -0.433

---

| no. | F_max (eV/A) | frontier orbital gap (hartree) | highest occupied orbital energy (eV) |
| --- | --- | --- | --- |
| 1 | 0.6 | 0.1832 | -2.89 |
| 2 | 1.1 | 0.1833 | -0.19 |
| 3 | 6.1 | 0.3385 | -4.74 |
| 4 | 9.2 | 0.3894 | -8.42 |
| 5 | 2.7 | 0.2962 | 0.23 |
| 6 | 1.2 | 0.3160 | -7.54 |